# 1
A structure of composition C45H42BaN6P2S, computed with ωB97M-V with the def2-TZVPD basis set.

Last column: Löwdin charge in e.
CARTESIAN COORDINATES (ANGSTROEM)
1 Ba 0.16965 -1.35700 1.30958  1.462
2 N 0.48248 -0.12732 4.12389  -0.021
3 N 1.69266 0.57776 4.26462  -0.072
4 C 2.83814 0.22999 3.64315  -0.881
5 N 3.89265 0.95435 4.00228  0.121
6 S 3.03882 -1.03804 2.52238  0.485
7 H -0.24759 0.56026 4.29083  0.083
8 H 0.43331 -0.81175 4.87887  0.109
9 H 1.72382 1.25476 5.01348  0.157
10 H 3.82526 1.75207 4.61384  0.115
11 H 4.78790 0.72020 3.60760  0.111
12 C 0.58990 2.93413 -0.54083  -0.293
13 N 0.80927 2.00515 -1.64037  -0.202
14 C -0.26625 1.09317 -1.95437  -0.327
15 P 0.37477 -0.66218 -1.76133  0.940
16 C 2.01790 -0.60530 -2.49949  -0.402
17 C 2.24328 -0.51493 -3.87220  -0.081
18 C 3.52990 -0.35864 -4.36043  -0.054
19 C 4.60542 -0.29968 -3.48133  -0.060
20 C 4.39640 -0.40032 -2.11410  -0.070
21 C 3.10432 -0.55291 -1.62891  -0.119
22 C -0.68132 -1.66222 -2.84810  -0.395
23 C -2.01547 -1.29682 -3.02808  -0.109
24 C -2.87418 -2.09237 -3.77531  -0.072
25 C -2.40543 -3.26469 -4.34995  -0.069
26 C -1.07982 -3.63869 -4.17182  -0.066
27 C -0.22235 -2.84485 -3.42481  -0.096
28 C 1.60176 2.52508 -2.71482  -0.250
29 C 2.92642 2.86628 -2.44338  -0.036
30 C 3.74774 3.34419 -3.44809  -0.069
31 C 3.26509 3.48064 -4.74506  -0.077
32 C 1.95200 3.14056 -5.01523  -0.069
33 C 1.11674 2.66491 -4.00856  -0.027
34 P 0.12242 2.11562 1.04826  1.014
35 C -1.64786 2.44299 1.31200  -0.411
36 C -2.36439 3.50695 0.76157  -0.066
37 C -3.70521 3.69137 1.06475  -0.048
38 C -4.35558 2.82831 1.93779  -0.055
39 C -3.66124 1.76925 2.50366  -0.079
40 C -2.32281 1.58465 2.18116  -0.171
41 C 0.94116 3.18392 2.27980  -0.381
42 C 0.24742 3.80622 3.31530  -0.087
43 C 0.92471 4.56620 4.26205  -0.068
44 C 2.29980 4.73497 4.16705  -0.072
45 C 2.99570 4.13291 3.12452  -0.087
46 C 2.32324 3.34817 2.19904  -0.124
47 H -0.12989 3.71971 -0.80728  0.099
48 H 1.52519 3.44598 -0.32490  0.077
49 H -0.70728 1.22159 -2.94417  0.080
50 H -1.09170 1.25015 -1.25359  0.065
51 H 1.40872 -0.54059 -4.56349  0.118
52 H 3.69552 -0.26950 -5.42564  0.116
53 H 5.60866 -0.17405 -3.86720  0.114
54 H 5.23113 -0.35587 -1.42709  0.110
55 H 2.96047 -0.59771 -0.55291  0.050
56 H -2.40873 -0.38672 -2.58742  0.094
57 H -3.90464 -1.79215 -3.91244  0.110
58 H -3.06801 -3.88231 -4.94138  0.112
59 H -0.70957 -4.55099 -4.62043  0.112
60 H 0.81070 -3.15045 -3.30434  0.109
61 H 3.32599 2.71289 -1.44808  0.109
62 H 4.77685 3.59173 -3.22186  0.111
63 H 3.90992 3.84749 -5.53165  0.109
64 H 1.56076 3.24675 -6.01874  0.111
65 H 0.09545 2.41351 -4.25637  0.105
66 H -1.87913 4.21113 0.09902  0.103
67 H -4.24271 4.52117 0.62551  0.118
68 H -5.39910 2.98546 2.17623  0.116
69 H -4.15896 1.09247 3.18642  0.115
70 H -1.79565 0.74617 2.63264  0.055
71 H -0.83013 3.71555 3.38623  0.102
72 H 0.37166 5.05131 5.05567  0.113
73 H 2.82252 5.35383 4.88452  0.113
74 H 4.06507 4.27588 3.03025  0.114
75 H 2.88920 2.86524 1.40799  0.106
76 C -4.74023 -1.63356 0.78058  -0.018
77 C -3.38591 -1.27422 0.74943  -0.138
78 N -2.40711 -2.13137 0.98743  -0.062
79 C -2.72322 -3.43034 1.25041  -0.157
80 C -4.04433 -3.86983 1.32059  -0.130
81 C -5.06140 -2.92810 1.07779  0.024
82 C -4.34144 -5.25236 1.60605  0.002
83 C -3.35284 -6.14326 1.77872  0.003
84 C -1.97259 -5.73417 1.68387  -0.130
85 C -0.91839 -6.65800 1.79661  0.024
86 C 0.37792 -6.24481 1.67367  -0.016
87 C 0.61776 -4.88075 1.46300  -0.124
88 N -0.34951 -3.98468 1.35688  -0.089
89 C -1.64418 -4.40101 1.44163  -0.158
90 H -5.50028 -0.89318 0.57483  0.120
91 H -3.10662 -0.25020 0.52842  0.096
92 H -6.09479 -3.25093 1.11684  0.133
93 H -5.37870 -5.55551 1.66567  0.128
94 H -3.57062 -7.18410 1.97950  0.128
95 H -1.15117 -7.70159 1.97155  0.133
96 H 1.20674 -6.93441 1.74050  0.122
97 H 1.63810 -4.51860 1.37960  0.115

The value obtained for the maximum force is 0.0157 Eh/bohr. For the highest occupied orbital energy, the calculation gives -12.1 eV. As for the charge: +2. Its gap between HOMO and LUMO is 7.00 eV.


# 2
A structure of composition C45H42CuN3O5PSSi at a distorted geometry, computed with ωB97M-V with the def2-TZVPD basis set.

Last column: Mulliken spin population.
CARTESIAN COORDINATES (ANGSTROEM)
1 Cu -0.05107 0.25016 1.31356  0.220
2 O 0.85824 0.46003 3.97539  0.092
3 C 0.20664 -0.19804 3.19583  0.083
4 C -0.58970 -1.38134 3.63504  0.089
5 C -0.70780 -1.57821 5.01744  0.056
6 C -1.49494 -2.59032 5.52841  0.004
7 C -2.18034 -3.42841 4.66012  0.002
8 C -2.07347 -3.24524 3.29085  -0.010
9 C -1.28920 -2.22462 2.75794  -0.003
10 P -1.14882 -1.96765 0.94185  0.069
11 C -2.62375 -2.88958 0.34976  0.001
12 C -3.84756 -2.23763 0.52141  0.003
13 C -5.02829 -2.82510 0.10095  0.000
14 C -4.99891 -4.06261 -0.52827  0.000
15 C -3.78654 -4.70770 -0.71775  0.000
16 C -2.60208 -4.12871 -0.28050  0.000
17 C 0.19351 -3.13254 0.49866  0.009
18 C 0.97720 -3.79170 1.44074  -0.005
19 C 1.96045 -4.68207 1.03570  -0.003
20 C 2.18229 -4.91521 -0.31107  0.003
21 C 1.41814 -4.24914 -1.25782  0.001
22 C 0.43775 -3.35669 -0.85765  0.001
23 H -0.16469 -0.90780 5.67051  0.000
24 H -1.57583 -2.73126 6.59900  0.001
25 H -2.80229 -4.22375 5.05106  0.000
26 H -2.60978 -3.91000 2.62747  0.000
27 H -3.86473 -1.26808 1.00918  -0.002
28 H -5.97275 -2.32009 0.26002  0.000
29 H -5.91809 -4.52168 -0.86816  0.000
30 H -3.76383 -5.67395 -1.20575  0.000
31 H -1.67024 -4.66102 -0.41375  0.001
32 H 0.80240 -3.63339 2.49582  0.004
33 H 2.56210 -5.18223 1.78115  0.000
34 H 2.94416 -5.61334 -0.63277  0.000
35 H 1.58563 -4.42918 -2.31297  0.000
36 H -0.15611 -2.84102 -1.60574  -0.001
37 C 5.54113 -2.56569 2.16530  0.006
38 C 4.63570 -2.07725 3.09852  -0.005
39 C 3.62959 -1.20836 2.70467  -0.001
40 C 3.50374 -0.80410 1.37221  0.021
41 C 4.41439 -1.31721 0.44712  0.013
42 C 5.42205 -2.19008 0.83688  -0.002
43 Si 2.24508 0.54494 0.90402  0.082
44 C 2.27617 0.81547 -0.98854  0.123
45 C 2.13734 -0.26445 -1.86557  -0.010
46 C 2.14210 -0.08810 -3.24167  -0.013
47 C 2.26848 1.18735 -3.77717  0.027
48 C 2.39116 2.27575 -2.92382  -0.015
49 C 2.39784 2.09085 -1.54692  0.033
50 C 3.07331 2.10859 1.59040  0.029
51 C 2.40281 3.06218 2.35253  0.009
52 C 3.04811 4.21447 2.78405  0.000
53 C 4.37834 4.42851 2.45798  -0.001
54 C 5.06603 3.48027 1.71115  0.002
55 C 4.41908 2.33067 1.28599  -0.006
56 H 6.34191 -3.22671 2.47446  0.000
57 H 4.71561 -2.37470 4.13765  0.000
58 H 2.95371 -0.80900 3.45224  0.011
59 H 4.35102 -1.00527 -0.58932  0.005
60 H 6.11650 -2.57284 0.09775  0.000
61 H 2.03061 -1.25961 -1.45010  0.014
62 H 2.05410 -0.94512 -3.90017  0.000
63 H 2.28413 1.33296 -4.85028  0.002
64 H 2.49739 3.27357 -3.33359  0.000
65 H 2.50545 2.95478 -0.89991  0.003
66 H 1.36679 2.89202 2.62435  -0.003
67 H 2.50938 4.94499 3.37559  0.000
68 H 4.88212 5.32980 2.78440  0.000
69 H 6.10807 3.63640 1.45894  0.000
70 H 4.96298 1.59032 0.70813  0.001
71 C -3.54934 1.50199 -5.69021  0.000
72 C -2.76116 2.72450 -5.25126  -0.001
73 S -3.80316 3.90894 -4.35542  0.000
74 O -5.16176 3.76060 -4.79735  0.000
75 O -3.16534 5.19615 -4.42452  0.000
76 C -3.70546 3.34426 -2.63763  0.000
77 C -2.39036 3.82618 -2.03022  0.001
78 N -2.08977 3.15588 -0.77019  0.000
79 C -1.49195 1.95264 -0.67515  0.013
80 N -1.28416 1.62392 0.59316  -0.014
81 C -1.75066 2.64279 1.35664  0.013
82 C -2.27577 3.60083 0.53214  0.003
83 N -2.89831 4.80766 0.93268  0.000
84 O -3.44891 5.50133 0.09520  0.000
85 O -2.87616 5.05474 2.11886  0.000
86 C -1.08181 1.12154 -1.83391  0.023
87 H -2.94581 0.87868 -6.34896  0.000
88 H -4.44423 1.81354 -6.22459  0.000
89 H -3.85907 0.89856 -4.83571  0.000
90 H -2.38276 3.30075 -6.09468  0.000
91 H -1.92809 2.47574 -4.59184  0.001
92 H -3.79964 2.25766 -2.65730  0.000
93 H -4.56647 3.77695 -2.12918  0.000
94 H -2.45910 4.89004 -1.85762  0.000
95 H -1.56044 3.64534 -2.71349  0.000
96 H -1.69854 2.64587 2.43198  -0.005
97 H -0.42189 1.67740 -2.50489  0.003
98 H -1.94716 0.76829 -2.39958  0.007
99 H -0.53263 0.26090 -1.45991  0.015

As for the relative energy (zero: lowest compared OMol25 entry of this formula, charge and spin): 11.62 kcal/mol. As for the expectation value of S²: 0.7622. The value obtained for the maximum force is 0.0200 Eh/bohr. Its spin multiplicity is 2. For the highest occupied orbital energy (spin up / spin down), the calculation gives -6.4 / -7.3 eV. As for the charge: 0. Its gap between HOMO and LUMO (spin up / spin down) is 5.54 / 6.47 eV.


For the records above, the corresponding E values read -86385.09945; -134693.04108 eV.